ORCA calculation (ωB97M-V with the def2-TZVPD basis set) on a cluster of 11 separate species, H22O11 in total at a distorted geometry.

Each atom is followed by the atoms it is bonded to, with distances in Å.
Atoms and positions in Å:
1 O -2.57954 -15.82512 -4.02186  H2 0.951, H3 0.982
2 H -2.32147 -15.95164 -4.92853  O1 0.951
3 H -3.55937 -15.80415 -3.95677  O1 0.982
4 O -2.30074 -14.39427 -1.12725  H5 0.953, H6 0.922
5 H -2.31325 -15.30944 -1.39156  O4 0.953
6 H -1.40001 -14.19948 -1.16614  O4 0.922
7 O -2.34156 -17.11478 -1.58416  H8 0.943, H9 0.960
8 H -2.44829 -16.89280 -2.49433  O7 0.943
9 H -1.38635 -17.10325 -1.48593  O7 0.960
10 O -0.28829 -14.25498 -4.11331  H11 0.931, H12 0.940
11 H -1.18978 -14.46566 -4.01739  O10 0.931
12 H -0.24345 -13.49202 -4.66002  O10 0.940
13 O -5.24896 -16.52784 -4.34221  H14 0.947, H15 0.928
14 H -4.81811 -17.29174 -3.98362  O13 0.947
15 H -5.95230 -16.38360 -3.75396  O13 0.928
16 O 0.19580 -16.25064 -1.81026  H17 0.933, H18 0.969
17 H 0.04216 -16.39620 -2.71901  O16 0.933
18 H 1.15395 -16.26007 -1.66533  O16 0.969
19 O -4.88038 -15.28320 -7.37723  H20 0.915, H21 0.945
20 H -4.22907 -14.88140 -6.87626  O19 0.915
21 H -4.53496 -16.11630 -7.65978  O19 0.945
22 O -4.58294 -13.84159 -2.84432  H23 0.934, H24 0.988
23 H -3.84210 -13.87434 -2.27574  O22 0.934
24 H -4.58301 -12.85499 -2.90359  O22 0.988
25 O -1.64175 -15.80222 -6.52191  H26 0.969, H27 0.953
26 H -1.85430 -16.18997 -7.38446  O25 0.969
27 H -0.73939 -15.97171 -6.26633  O25 0.953
28 O -3.80931 -13.52771 -5.65385  H29 0.956, H30 0.943
29 H -3.27559 -13.84201 -4.92515  O28 0.956
30 H -4.20025 -12.75600 -5.27799  O28 0.943
31 O -3.30038 -17.65222 -7.84350  H32 0.958, H33 0.971
32 H -2.95438 -17.98781 -7.01570  O31 0.958
33 H -2.77092 -17.94655 -8.60300  O31 0.971

Output
Frontier orbital gap: 9.84 eV
Energy above the lowest of the compared OMol25 structures with the same formula, charge and spin: 1.633 eV
HOMO: -9.972 eV
Charge: 0

Results of the Löwdin charge analysis, in e, for atoms 1 through 6: -0.08, -0.01, 0.03, -0.02, -0.02, 0.01